Below is a cluster of 3 separate species, C28H64N2O3P in total, with properties calculated with ωB97M-V with the def2-TZVPD basis set.

Structure (XYZ):
```
98
Properties=species:S:1:pos:R:3:mulliken_charge:R:1
C -3.321 7.161 1.532 -1.19
C -4.059 5.942 2.091 -0.25
C -5.079 5.330 1.124 -0.60
C -4.592 5.169 -0.321 -1.11
C -3.308 4.323 -0.461 -0.04
C -3.539 2.904 -1.031 -1.63
C -3.143 1.718 -0.138 -0.82
N -3.564 1.894 1.253 0.02
C -3.577 0.620 1.964 -1.00
C -2.220 -0.078 1.898 -0.59
N -1.665 -0.073 0.508 -0.09
C -1.657 1.306 -0.142 0.47
C -0.618 2.144 0.629 -1.48
C 0.135 3.227 -0.169 -1.05
P 0.733 2.696 -1.772 0.69
O -0.304 2.335 -2.767 -0.74
O 1.669 1.454 -1.385 -0.39
C 1.812 0.320 -2.268 0.07
C 1.118 -0.898 -1.675 -1.12
O 1.704 3.893 -2.128 -0.28
C 2.512 3.866 -3.333 -0.09
C 1.762 4.470 -4.505 -1.06
H -2.662 6.882 0.701 0.23
H -4.014 7.921 1.160 0.30
H -2.699 7.625 2.301 0.41
H -3.327 5.181 2.392 0.17
H -4.581 6.232 3.010 0.40
H -5.986 5.944 1.114 0.43
H -5.385 4.347 1.512 0.15
H -4.437 6.156 -0.770 0.40
H -5.398 4.707 -0.902 0.39
H -2.849 4.234 0.530 0.16
H -2.601 4.849 -1.107 0.47
H -3.035 2.782 -1.994 0.32
H -4.612 2.781 -1.227 0.68
H -3.670 0.840 -0.570 0.41
H -4.507 2.264 1.249 0.12
H -3.779 0.796 3.023 0.46
H -4.356 -0.058 1.578 0.39
H -1.486 0.376 2.565 0.33
H -2.347 -1.121 2.205 0.49
H -0.714 -0.441 0.509 0.25
H -2.228 -0.697 -0.071 0.53
H -1.332 1.148 -1.174 0.93
H -1.107 2.597 1.497 0.43
H 0.154 1.463 1.014 0.61
H -0.476 4.109 -0.344 0.30
H 1.002 3.558 0.410 0.56
H 1.395 0.578 -3.244 0.37
H 2.886 0.149 -2.373 0.26
H 1.677 -1.812 -1.894 0.36
H 0.089 -1.012 -2.028 0.30
H 1.115 -0.799 -0.580 0.17
H 2.820 2.834 -3.536 0.17
H 3.412 4.433 -3.087 0.33
H 2.394 4.416 -5.397 0.40
H 0.832 3.934 -4.703 0.27
H 1.533 5.522 -4.310 0.29
C -0.784 -2.621 4.863 -1.13
C -1.926 -3.401 4.220 -0.05
C -2.403 -4.590 5.053 -0.91
C -1.336 -5.658 5.304 -0.78
C -0.714 -6.252 4.041 -0.35
C -1.722 -6.950 3.134 -1.19
H 0.107 -3.237 4.988 0.33
H -0.496 -1.762 4.250 0.26
H -1.071 -2.245 5.846 0.31
H -1.621 -3.745 3.226 0.25
H -2.779 -2.729 4.067 0.26
H -3.268 -5.042 4.562 0.34
H -2.763 -4.222 6.018 0.41
H -1.791 -6.464 5.888 0.40
H -0.543 -5.246 5.934 0.32
H 0.056 -6.966 4.340 0.37
H -0.194 -5.471 3.478 0.23
H -2.238 -7.749 3.670 0.30
H -1.231 -7.395 2.268 0.38
H -2.481 -6.259 2.762 0.27
C 6.292 -0.839 -3.050 -1.24
C 5.319 -1.808 -3.713 -0.58
C 4.793 -2.887 -2.768 -0.29
C 5.861 -3.813 -2.182 -0.92
C 6.701 -4.553 -3.221 -0.40
C 5.884 -5.471 -4.125 -1.19
H 7.187 -1.349 -2.692 0.35
H 6.615 -0.065 -3.747 0.38
H 5.829 -0.345 -2.191 0.26
H 5.797 -2.273 -4.578 0.42
H 4.467 -1.247 -4.111 0.35
H 4.043 -3.485 -3.294 0.41
H 4.265 -2.400 -1.938 0.17
H 5.367 -4.546 -1.537 0.39
H 6.525 -3.239 -1.530 0.36
H 7.456 -5.143 -2.697 0.38
H 7.254 -3.835 -3.833 0.23
H 5.339 -6.212 -3.536 0.29
H 6.526 -6.008 -4.822 0.39
H 5.156 -4.914 -4.717 0.27
```

## Properties
LUMO energy ... -2.648 eV
Calculated total energy ... -48483.1490 eV
Multiplicity ... 1
Charge ... +1

***

Below is a structure of composition C33H89B3F12O12V2 in a non-equilibrium geometry, with properties calculated with ωB97M-V with the def2-TZVPD basis set.

Structure (XYZ):
```
151
Properties=species:S:1:pos:R:3:lowdin_spin:R:1
V 0.253 2.228 0.592 2.79
V 4.079 2.656 -0.680 2.87
O 2.263 2.216 0.130 0.07
H 2.594 1.833 0.965 0.01
B 2.815 4.352 -3.246 0.00
F 1.668 4.577 -2.617 0.00
F 2.715 3.234 -4.034 0.00
F 3.149 5.481 -3.881 0.00
F 3.654 4.079 -2.217 0.03
B 0.847 3.546 2.876 0.00
F 0.774 2.175 2.678 0.03
F 0.094 3.777 3.952 0.00
F 2.163 3.868 3.076 0.00
F 0.304 4.064 1.719 0.02
B -0.222 -0.288 -0.266 0.00
F 0.417 -1.290 -1.013 0.00
F -0.234 0.846 -1.082 0.03
F -1.493 -0.815 -0.108 0.00
F 0.252 0.021 0.949 0.03
C -0.092 -4.987 5.252 0.00
C -1.248 -3.996 5.436 0.00
C -0.855 -2.598 5.104 0.00
O -2.297 -4.218 4.546 0.00
H 0.757 -4.800 5.910 0.00
H 0.191 -4.941 4.200 0.00
H -0.437 -6.009 5.403 0.00
H -1.636 -4.097 6.450 0.00
H -0.956 -2.397 4.038 0.00
H 0.099 -2.278 5.525 0.00
H -1.531 -1.859 5.534 0.00
H -1.963 -3.934 3.692 0.00
C -0.296 -3.801 -3.667 0.00
C -0.398 -2.544 -4.564 0.00
C -1.223 -2.750 -5.833 0.00
O -0.976 -1.538 -3.877 0.00
H -0.163 -4.649 -4.339 0.00
H -1.268 -3.945 -3.195 0.00
H 0.527 -3.747 -2.954 0.00
H 0.594 -2.233 -4.893 0.00
H -0.962 -2.071 -6.645 0.00
H -2.291 -2.551 -5.752 0.00
H -1.289 -3.764 -6.228 0.00
H -0.540 -1.447 -3.026 0.00
C -0.964 0.969 5.570 0.00
C 0.243 1.311 6.411 0.00
C 0.557 0.196 7.468 0.00
O 1.307 1.298 5.433 0.00
H -1.207 1.675 4.776 0.00
H -1.813 0.813 6.236 0.00
H -0.757 0.024 5.066 0.00
H 0.148 2.240 6.973 0.00
H 1.286 0.552 8.196 0.00
H 0.955 -0.689 6.972 0.00
H -0.339 -0.037 8.043 0.00
H 0.941 1.779 4.687 0.00
C -2.052 5.167 -1.356 0.00
C -1.563 3.761 -1.661 0.00
C -1.410 3.406 -3.151 0.00
O -0.295 3.704 -1.043 0.02
H -2.171 5.400 -0.298 0.00
H -2.996 5.306 -1.882 0.00
H -1.307 5.926 -1.593 0.00
H -2.168 3.057 -1.089 0.00
H -1.020 2.391 -3.217 0.00
H -0.669 4.109 -3.532 0.00
H -2.329 3.431 -3.737 0.00
H 0.296 4.193 -1.621 0.00
C -2.709 0.308 2.431 0.00
C -2.872 1.267 1.306 0.00
C -4.055 2.271 1.390 0.00
O -1.706 2.117 1.375 0.03
H -2.528 0.901 3.328 0.00
H -1.842 -0.327 2.250 0.00
H -3.614 -0.290 2.541 0.00
H -2.868 0.759 0.341 0.00
H -3.985 3.068 0.650 0.00
H -4.193 2.684 2.389 0.00
H -4.981 1.725 1.206 0.00
H -2.003 2.599 2.150 0.00
C -5.032 1.612 -2.207 0.00
C -4.762 0.040 -2.231 0.00
C -5.813 -0.771 -1.456 0.00
O -4.934 -0.278 -3.580 0.00
H -4.718 2.064 -3.148 0.00
H -4.611 2.203 -1.394 0.00
H -6.081 1.763 -1.950 0.00
H -3.724 -0.215 -2.020 0.00
H -5.713 -1.842 -1.633 0.00
H -6.726 -0.513 -1.992 0.00
H -5.897 -0.612 -0.381 0.00
H -4.185 0.087 -4.058 0.00
C 2.141 0.419 -3.241 0.00
C 3.101 0.174 -2.076 0.00
C 3.856 -1.257 -2.304 0.00
O 3.999 1.245 -2.306 0.02
H 1.578 1.339 -3.088 0.00
H 1.362 -0.342 -3.210 0.00
H 2.714 0.295 -4.160 0.00
H 2.435 0.188 -1.213 0.00
H 4.349 -1.321 -3.274 0.00
H 3.134 -2.048 -2.098 0.00
H 4.598 -1.333 -1.510 0.00
H 4.173 1.339 -3.245 0.00
C -3.111 2.272 -6.541 0.00
C -2.272 1.016 -6.040 0.00
C -0.770 1.079 -6.036 0.00
O -2.578 0.924 -4.696 0.00
H -2.690 3.203 -6.161 0.00
H -4.176 2.257 -6.308 0.00
H -3.032 2.339 -7.626 0.00
H -2.714 0.178 -6.580 0.00
H -0.314 1.546 -5.163 0.00
H -0.441 1.547 -6.964 0.00
H -0.237 0.146 -6.221 0.00
H -1.965 0.303 -4.295 0.00
C 4.236 -2.773 1.976 0.00
C 2.852 -2.046 1.617 0.00
C 1.935 -1.822 2.850 0.00
O 3.199 -0.762 1.124 0.00
H 4.074 -3.760 2.408 0.00
H 4.774 -2.112 2.656 0.00
H 4.887 -2.803 1.102 0.00
H 2.343 -2.558 0.801 0.00
H 1.183 -2.576 3.079 0.00
H 1.350 -0.902 2.869 0.00
H 2.554 -1.755 3.745 0.00
H 2.329 -0.355 1.118 0.00
C -2.326 -4.262 -0.207 0.00
C -1.526 -4.332 1.126 0.00
C 0.036 -4.498 0.958 0.00
O -1.843 -3.161 1.886 0.00
H -3.380 -4.025 -0.066 0.00
H -2.262 -5.135 -0.857 0.00
H -1.859 -3.486 -0.813 0.00
H -1.927 -5.157 1.715 0.00
H 0.369 -5.462 0.575 0.00
H 0.518 -4.380 1.928 0.00
H 0.413 -3.717 0.296 0.00
H -1.683 -2.375 1.359 0.00
C 7.445 1.185 0.843 0.00
C 6.102 0.785 1.536 0.00
C 5.919 1.305 2.944 0.00
O 5.102 1.121 0.689 0.03
H 8.247 0.479 1.062 0.00
H 7.578 2.205 1.203 0.00
H 7.312 1.126 -0.237 0.00
H 6.032 -0.298 1.635 0.00
H 5.002 0.829 3.292 0.00
H 5.709 2.365 2.800 0.00
H 6.780 1.127 3.588 0.00
H 4.421 0.473 0.887 0.00
```

## Properties
LUMO energy (spin up / spin down) ... -0.905 / -1.022 eV
Expectation value of S² ... 12.006
Calculated total energy ... -146268.3239 eV
ΔE to the lowest compared entry with this formula, charge and spin ... 0.0 kJ/mol
Multiplicity ... 7
Charge ... 0

***

Below is a structure of composition C34H50BaN11O4PSSi in a non-equilibrium geometry, with properties calculated with ωB97M-V with the def2-TZVPD basis set.

Structure (XYZ):
```
103
Properties=species:S:1:pos:R:3:mulliken_charge:R:1
Ba -0.523 0.942 -0.117 2.32
N -0.092 -3.240 0.258 -0.23
C 1.137 -3.400 1.058 -0.92
C 1.885 -2.092 1.282 0.34
N 2.061 -1.234 0.113 1.06
C 3.070 -1.659 -0.841 -0.80
C 2.526 -2.536 -1.977 -0.78
N 1.224 -2.080 -2.489 -0.53
H -0.745 -3.992 0.428 0.31
H -0.574 -2.375 0.472 -0.21
H 0.930 -3.802 2.053 0.34
H 1.791 -4.118 0.558 0.47
H 1.322 -1.506 2.020 -0.78
H 2.853 -2.347 1.734 0.48
H 2.242 -0.286 0.434 -0.65
H 3.503 -0.757 -1.286 0.37
H 3.886 -2.200 -0.338 0.40
H 3.258 -2.531 -2.788 0.32
H 2.427 -3.575 -1.650 0.40
H 1.169 -1.073 -2.396 -0.01
H 0.523 -2.422 -1.838 0.26
O -2.783 1.409 0.427 -0.60
S -3.132 0.155 -0.283 1.33
O -3.671 0.361 -1.592 -0.87
O -2.000 -0.794 -0.232 -0.74
C -4.277 -0.622 0.788 0.31
C -5.468 -1.111 0.280 -0.72
C -6.312 -1.813 1.128 -0.60
C -5.944 -2.026 2.447 -0.87
C -4.739 -1.534 2.946 -0.15
C -3.876 -0.811 2.135 -0.90
P -2.249 -0.080 2.743 2.07
C -2.866 1.422 3.628 0.56
C -4.108 2.005 3.396 -0.68
C -4.462 3.200 4.020 -0.71
C -3.581 3.823 4.897 -0.77
C -2.339 3.244 5.146 -0.65
C -1.985 2.066 4.503 -0.71
C -1.926 -1.189 4.196 -0.04
C -2.105 -0.906 5.547 -0.20
C -1.787 -1.853 6.524 -0.79
C -1.296 -3.099 6.164 -0.57
C -1.123 -3.401 4.816 -0.64
C -1.428 -2.453 3.849 -0.31
H -5.714 -0.941 -0.762 0.56
H -7.250 -2.202 0.755 0.40
H -6.600 -2.585 3.105 0.42
H -4.476 -1.724 3.980 0.50
H -4.807 1.536 2.713 0.35
H -5.433 3.640 3.824 0.43
H -3.861 4.748 5.389 0.38
H -1.643 3.716 5.832 0.47
H -1.002 1.634 4.684 0.40
H -2.503 0.050 5.857 0.50
H -1.930 -1.610 7.572 0.41
H -1.049 -3.831 6.925 0.36
H -0.744 -4.373 4.521 0.42
H -1.277 -2.696 2.800 0.27
C 2.623 2.239 -2.636 -1.18
C 2.874 2.655 -1.204 0.68
C 3.754 3.688 -0.939 -0.95
C 3.993 4.009 0.395 -0.86
C 3.373 3.293 1.394 -0.91
C 2.472 2.237 1.070 0.41
N 2.237 1.957 -0.243 0.63
N 1.787 1.486 1.992 0.20
Si 2.343 1.249 3.582 0.19
C 1.439 -0.189 4.340 -0.26
C 2.064 2.694 4.738 -0.97
C 4.158 0.850 3.663 -1.15
H 3.513 1.752 -3.046 0.29
H 2.406 3.105 -3.266 0.47
H 1.789 1.549 -2.703 0.00
H 4.235 4.221 -1.752 0.47
H 4.667 4.824 0.648 0.41
H 3.552 3.533 2.438 0.27
H 0.502 -0.380 3.810 -0.78
H 1.196 -0.012 5.400 0.49
H 2.043 -1.107 4.288 0.53
H 0.995 2.963 4.815 0.03
H 2.606 3.597 4.423 0.37
H 2.412 2.428 5.746 0.39
H 4.389 -0.031 3.046 0.28
H 4.453 0.631 4.699 0.37
H 4.782 1.679 3.301 0.32
N 0.789 -1.958 -5.180 -0.27
C 0.123 -0.939 -5.726 0.54
N -0.035 -0.930 -7.070 -0.37
N -0.399 0.090 -5.092 -0.70
C -0.389 0.286 -3.791 0.38
N -0.386 0.575 -2.660 -0.99
H 1.185 -2.653 -5.785 0.24
H 1.123 -1.917 -4.214 0.29
H 0.148 -1.748 -7.616 0.20
H -0.644 -0.226 -7.445 0.26
N -0.408 3.472 2.001 0.36
C -0.930 3.780 0.799 0.55
N -1.919 4.721 0.751 -0.53
O -0.518 3.228 -0.254 -0.91
H -0.648 4.043 2.792 0.26
H 0.418 2.832 2.065 -0.27
H -2.459 4.875 1.587 0.18
H -2.443 4.720 -0.108 0.31
```

## Properties
LUMO energy ... 0.438 eV
Calculated total energy ... -89352.0388 eV
ΔE to the lowest compared entry with this formula, charge and spin ... 317.1 kJ/mol
Multiplicity ... 1
Charge ... 0

***

Below is an isolated molecule of C6H12O, with properties calculated with ωB97M-V with the def2-TZVPD basis set.

Structure (XYZ):
```
19
Properties=species:S:1:pos:R:3:nbo_charge:R:1
C 1.973 0.551 -0.412 -0.60
C 1.080 -0.230 0.556 -0.39
C -0.362 -0.391 0.096 -0.08
C -0.632 -1.439 -0.968 -0.60
C -1.465 -0.214 1.117 -0.43
C -1.231 0.844 0.092 0.08
O -0.734 2.051 0.600 -0.70
H 1.600 1.572 -0.549 0.19
H 2.035 0.081 -1.400 0.20
H 2.991 0.634 -0.016 0.21
H 1.089 0.284 1.523 0.22
H 1.513 -1.225 0.726 0.20
H -0.126 -1.229 -1.917 0.21
H -0.306 -2.428 -0.621 0.21
H -1.707 -1.511 -1.174 0.21
H -1.185 0.047 2.134 0.23
H -2.354 -0.834 1.031 0.21
H -1.955 0.954 -0.719 0.17
H -0.226 2.481 -0.099 0.47
```

## Properties
LUMO energy ... 0.942 eV
SMILES ... CC[C@@]1(C)C[C@H]1O
Calculated total energy ... -8463.2431 eV
ΔE to the lowest compared entry with this formula, charge and spin ... 107.2 kJ/mol
Multiplicity ... 1
Charge ... 0

***

Below is a cluster of 2 separate species, C9H19N3O3S in total in a non-equilibrium geometry, with properties calculated with ωB97M-V with the def2-TZVPD basis set.

Structure (XYZ):
```
35
Properties=species:S:1:pos:R:3:nbo_charge:R:1
C -1.960 0.808 3.182 -0.12
C -1.662 0.447 1.701 0.69
C -3.289 1.767 3.130 -0.58
C 0.311 -0.662 0.545 -0.20
C 1.640 -1.073 0.587 0.79
C -0.073 0.001 -0.847 -0.41
C 0.241 -0.801 -2.143 -0.40
C 1.760 -0.756 -2.689 -0.44
C 2.050 -1.330 -4.075 -0.20
H -0.596 2.136 3.385 0.39
H -0.962 1.208 4.880 0.40
H -2.425 -0.363 3.514 0.22
H -3.383 2.101 4.192 0.23
H -4.071 1.036 2.780 0.24
H -3.488 1.872 0.901 0.22
H -0.062 -0.263 2.678 0.42
H -0.240 -1.707 0.742 0.23
H 0.130 1.194 -0.819 0.23
H -1.161 -0.019 -0.902 0.25
H -0.559 -0.467 -2.929 0.22
H 0.015 -1.974 -1.866 0.21
H 1.916 0.311 -2.599 0.19
H 2.365 -1.480 -2.175 0.24
H 1.676 -2.287 -3.918 0.18
H 1.326 -0.797 -4.854 0.15
H 3.829 -0.183 -3.857 0.37
H 3.728 -1.194 -5.394 0.37
H 1.744 0.841 1.757 0.52
N -0.832 1.306 3.846 -0.87
N -0.305 0.348 1.445 -0.65
N 3.542 -1.159 -4.379 -0.86
O -2.611 0.308 0.883 -0.65
O 2.183 -2.125 0.127 -0.55
O 2.381 -0.040 1.324 -0.74
S -3.160 2.995 1.848 -0.10
```

## Properties
LUMO energy ... -0.081 eV
Calculated total energy ... -31082.3171 eV
ΔE to the lowest compared entry with this formula, charge and spin ... 781.9 kJ/mol
Multiplicity ... 1
Charge ... 0

***

The lowest calculated total energy belongs to which entry?
C33H89B3F12O12V2

***

charge of number 1 (C28H64N2O3P)?
+1